Entry from the Open Molecules 2025 dataset: the molecule C4HNS in a non-equilibrium geometry (the ωB97M-V functional and the def2-TZVPD basis).

Summary:
E	-16486.2343	eV
LUMO	-1.916	eV
F_max	0.0312	hartree/bohr
energy relative to the best compared isomer or geometry (same formula, charge and spin)	0.8	kcal/mol
frontier orbital gap	7.9	eV
structure (SMILES)	N#CC#CC=S
charge	0

CARTESIAN COORDINATES (ANGSTROEM)
N 0.77056 -2.87553 -1.78598
C 0.51235 -1.89255 -1.21856
C 0.19905 -0.72939 -0.53462
C -0.08534 0.25744 0.08465
C -0.42110 1.35202 0.95379
S -0.33201 2.89801 0.52474
H -0.64352 0.98999 1.97599

Results of the Löwdin charge analysis, in e, for atoms 1 through 4:
1. N 0.167
2. C -0.214
3. C -0.004
4. C -0.090